[1]
Formula: C18H26AlFNO17
Source: the Open Molecules 2025 dataset
Level of theory: ωB97M-V with the def2-TZVPD basis set

The geometry in XYZ format:
```
64
Properties=species:S:1:pos:R:3:forces:R:3:lowdin_charge:R:1
C 3.65384 -1.23782 2.14300 -0.18 0.07 0.31 -0.155
O 4.08662 -2.54466 1.90677 0.29 -0.35 -0.15 -0.283
C 3.23759 -3.22879 0.96605 -0.76 0.16 0.31 -0.247
Al 1.73609 -4.29363 1.77739 0.35 -0.29 -0.28 0.213
F 1.43746 -3.96233 3.39900 -0.15 0.11 0.27 -0.227
O 0.14296 -3.75346 0.91232 0.14 0.64 0.25 -0.084
C -0.06558 -2.50319 0.97832 0.04 -0.88 -0.17 -0.503
N -0.25840 -1.36139 1.02691 -0.24 0.39 0.01 0.124
H 2.57902 -1.19713 2.33758 -0.18 -0.04 -0.01 0.076
H 3.87903 -0.56274 1.31418 0.03 0.01 -0.22 0.086
H 4.16471 -0.86905 3.02598 0.15 0.06 0.10 0.078
H 2.80455 -2.48476 0.28956 0.11 0.09 -0.33 0.054
H 3.84910 -3.89498 0.35962 0.29 -0.03 -0.08 0.047
H 1.88749 -5.86508 1.50235 -0.20 -0.04 -0.02 -0.068
C -3.32307 1.82434 1.87345 0.03 -0.11 -0.01 -0.104
C -1.85567 1.49263 1.70621 -0.03 -0.21 -0.06 -0.109
O -1.31495 2.75801 1.26904 -0.12 0.00 0.06 0.035
C -2.13969 3.74039 1.68636 0.05 -0.16 -0.02 -0.596
O -1.89098 4.90391 1.61687 0.01 0.13 -0.09 0.140
O -3.28640 3.22956 2.17805 -0.06 0.00 0.01 0.057
H -3.80155 1.27668 2.67963 -0.01 0.11 0.08 0.133
H -3.89364 1.68200 0.95432 0.02 0.03 -0.01 0.131
H -1.37658 1.21543 2.64405 0.03 0.02 0.00 0.133
H -1.65758 0.71575 0.97387 0.16 0.08 -0.02 0.094
C 8.94085 -1.84545 2.16841 0.02 -0.04 0.03 -0.127
C 7.65262 -2.60293 2.42504 -0.05 -0.21 -0.01 -0.112
O 6.70495 -1.54975 2.57908 0.21 0.29 0.06 0.051
C 7.17065 -0.45492 1.94182 0.02 -0.14 0.01 -0.563
O 6.55626 0.53754 1.73434 -0.02 0.09 0.03 0.167
O 8.46704 -0.64173 1.56316 0.05 -0.03 -0.01 0.050
H 9.62314 -2.36069 1.49718 -0.03 0.08 -0.10 0.127
H 9.46548 -1.59145 3.09225 -0.02 0.00 0.01 0.127
H 7.34754 -3.22108 1.57942 0.00 0.02 -0.02 0.136
H 7.68073 -3.21355 3.32322 -0.11 0.07 0.06 0.133
C -1.27354 4.00083 -1.85706 0.04 0.03 0.15 -0.095
C -0.13606 4.88043 -2.33268 -0.05 0.08 0.07 -0.099
O 0.44580 4.08698 -3.37867 0.02 0.02 0.04 0.067
C -0.49219 3.23504 -3.83950 -0.04 0.07 0.04 -0.587
O -0.39231 2.57686 -4.82568 -0.02 -0.03 -0.11 0.153
O -1.58527 3.24984 -3.04530 0.01 0.06 0.13 0.038
H -2.14108 4.56319 -1.52322 -0.08 -0.05 -0.13 0.136
H -0.96601 3.31283 -1.07166 0.02 -0.03 -0.03 0.122
H -0.48559 5.81982 -2.76487 -0.02 -0.02 -0.02 0.131
H 0.59701 5.09115 -1.56030 0.11 -0.12 -0.06 0.136
C -3.82647 3.36384 -5.32363 0.03 -0.07 -0.03 -0.112
C -3.92517 2.51387 -6.57307 0.09 -0.01 0.02 -0.105
O -5.30573 2.66703 -6.93437 0.05 -0.03 -0.01 0.056
C -5.76240 3.82502 -6.40317 0.09 -0.03 0.02 -0.581
O -6.81178 4.31862 -6.65954 -0.08 0.04 -0.02 0.157
O -4.85531 4.34197 -5.54400 0.03 -0.04 0.01 0.060
H -2.86263 3.84414 -5.20793 -0.05 0.14 -0.03 0.114
H -4.05817 2.80390 -4.41806 -0.01 0.00 0.01 0.135
H -3.30555 2.89452 -7.38616 0.00 0.03 0.01 0.133
H -3.69102 1.46755 -6.40368 -0.14 -0.04 -0.01 0.134
C -3.10060 -4.12047 3.31691 0.21 0.01 0.17 -0.107
C -3.31890 -4.77089 1.97447 0.19 -0.14 -0.22 -0.108
O -4.67462 -4.40570 1.66814 0.05 0.10 0.16 0.057
C -4.97243 -3.28351 2.36617 0.13 -0.08 -0.01 -0.580
O -5.95735 -2.63583 2.21407 -0.10 0.08 -0.01 0.150
O -3.99757 -3.00080 3.26154 -0.05 -0.09 -0.07 0.057
H -2.07584 -3.79170 3.47068 -0.06 0.19 -0.04 0.134
H -3.39888 -4.76352 4.14732 -0.05 0.00 -0.02 0.130
H -2.65981 -4.36894 1.20427 0.01 0.04 0.03 0.126
H -3.21416 -5.85178 2.00422 -0.17 -0.02 -0.05 0.132
```
Positions in Å, forces in eV/Å.

Summary:
HOMO-LUMO gap (eV): 7.3565
Total charge: -1
Spin multiplicity: 1
LUMO level (eV): 2.1
F_max (eV Å⁻¹): 0.900

[2]
Formula: C18H26As2CdN2O
Source: the Open Molecules 2025 dataset
Level of theory: ωB97M-V with the def2-TZVPD basis set

The geometry in XYZ format:
```
50
Properties=species:S:1:pos:R:3:forces:R:3:lowdin_charge:R:1
Cd -0.01757 0.39733 0.21315 0.30 -0.20 0.18 1.113
C 4.48426 -0.08080 0.51642 0.06 -0.08 -0.13 0.032
C 3.14952 0.50437 0.85535 0.08 0.01 0.15 -0.495
O 2.19124 0.43014 0.06385 -0.01 -0.15 -0.09 -0.137
N 3.04988 1.13394 2.03374 -0.05 0.05 0.09 0.101
C 1.89513 1.90746 2.47307 -0.17 -0.15 -0.05 -0.106
C 0.87200 1.07018 3.21024 0.13 0.00 0.06 -0.258
C 0.70823 1.18277 4.58077 0.03 -0.04 -0.05 0.013
C -0.16051 0.32234 5.23628 -0.01 -0.01 -0.03 -0.004
C -0.82592 -0.64605 4.50109 0.03 0.02 0.06 -0.020
C -0.63537 -0.67753 3.13405 -0.01 0.02 -0.04 -0.136
N 0.17522 0.17407 2.49067 -0.07 -0.03 0.03 -0.009
H 4.39925 -0.69318 -0.37592 -0.04 -0.02 0.03 0.098
H 4.86959 -0.68554 1.33739 -0.02 0.02 0.02 0.103
H 5.20454 0.71455 0.31807 -0.04 0.04 0.04 0.107
H 3.85703 1.13897 2.63760 0.07 -0.04 -0.07 0.164
H 1.43825 2.37072 1.59724 0.04 0.07 -0.03 0.079
H 2.25323 2.70177 3.12325 -0.01 0.04 -0.02 0.137
H 1.26499 1.93022 5.12974 0.01 -0.01 0.00 0.129
H -0.30116 0.39734 6.30635 0.01 -0.01 0.00 0.131
H -1.47937 -1.36238 4.97827 -0.01 0.00 -0.03 0.125
H -1.14003 -1.41390 2.52028 -0.02 0.02 0.02 0.094
C -3.67023 -1.11328 1.11954 0.23 -0.02 -0.03 -0.291
As -2.64634 0.04964 -0.06856 -0.55 0.19 0.07 1.061
C -3.80919 -0.05029 -1.63735 0.28 -0.11 -0.04 -0.255
C -2.99554 1.85382 0.61519 -0.02 -0.04 0.04 -0.442
C -4.13430 2.04432 1.39508 0.00 -0.15 -0.06 -0.101
C -4.45022 3.28914 1.91531 0.01 0.06 0.01 -0.043
C -3.62066 4.36949 1.66255 -0.02 0.01 0.02 -0.043
C -2.48262 4.19795 0.88946 0.08 -0.02 -0.11 -0.098
C -2.15855 2.95404 0.35467 0.16 -0.06 -0.07 -0.442
As -0.53304 2.76169 -0.72172 -0.64 0.83 -0.28 1.053
C 0.39205 4.47523 -0.59252 0.06 -0.24 0.06 -0.274
C -1.22905 2.90682 -2.53724 0.14 -0.12 0.01 -0.266
H -4.73323 -0.98762 0.92621 0.00 0.07 -0.02 0.043
H -3.45708 -0.90163 2.16479 0.01 0.05 -0.02 0.024
H -3.40282 -2.14562 0.89761 0.02 0.01 -0.01 0.041
H -4.81018 0.22509 -1.31044 0.02 0.03 0.07 0.049
H -3.81510 -1.07630 -2.00153 0.02 0.00 0.00 0.044
H -3.49650 0.61348 -2.43825 0.08 0.02 0.05 0.019
H -4.79330 1.20967 1.59792 -0.03 0.03 0.03 0.097
H -5.34259 3.41340 2.51374 0.00 0.00 -0.01 0.123
H -3.85914 5.34727 2.05920 0.00 -0.01 0.01 0.123
H -1.84389 5.04951 0.69315 -0.03 0.03 0.03 0.096
H 0.61852 4.75695 0.43326 -0.06 -0.06 0.04 0.034
H -0.21824 5.24221 -1.06504 -0.05 -0.01 0.02 0.047
H 1.32651 4.38212 -1.14414 -0.02 -0.02 -0.02 0.040
H -0.40088 3.12770 -3.20904 0.01 -0.03 0.00 0.043
H -1.95606 3.71503 -2.58124 0.00 0.02 0.08 0.052
H -1.69540 1.97597 -2.85093 0.01 0.00 0.01 0.008
```
Positions in Å, forces in eV/Å.

Summary:
HOMO-LUMO gap (eV): 9.0542
Total charge: +2
Spin multiplicity: 1
LUMO level (eV): -5.9
F_max (eV Å⁻¹): 1.086

[3]
Formula: C18H26B3NO10
Source: the Open Molecules 2025 dataset
Level of theory: ωB97M-V with the def2-TZVPD basis set

The geometry in XYZ format:
```
58
Properties=species:S:1:pos:R:3:forces:R:3:lowdin_charge:R:1
C -0.34069 -1.05535 2.65716 -0.04 0.23 -0.10 0.040
C -0.36315 -1.05360 1.31495 0.56 0.16 0.27 -0.067
C 0.32236 -2.11548 0.50813 0.90 0.44 0.14 -0.507
O -0.30751 -3.08232 0.18304 -0.01 0.15 -0.32 0.139
O 1.62418 -1.92286 0.19964 -0.25 0.50 -0.18 -0.021
C 2.04744 -2.30274 -1.12267 0.63 -0.42 -0.06 -0.162
C 2.55958 -1.08667 -1.89770 -0.57 0.03 0.34 -0.163
C 1.74344 0.18033 -1.58979 0.47 -0.33 -0.38 -0.205
C 1.83016 1.19594 -2.72475 -0.10 -0.09 0.14 -0.218
C 0.95560 2.43417 -2.50817 0.21 -0.43 0.17 -0.197
C -0.53767 2.07850 -2.40756 0.22 0.07 -0.35 -0.061
B -1.51472 3.28911 -2.54932 0.24 0.47 -0.32 -0.521
O -1.52601 4.35570 -1.65936 -0.33 -0.47 0.31 0.262
B -2.74281 4.96928 -1.42206 0.11 0.58 -0.18 -0.306
O -3.86713 4.59341 -2.11649 0.01 -0.38 0.24 0.276
B -3.72943 3.49197 -2.94873 -0.04 0.66 -0.83 -0.640
N -4.78716 2.56465 -3.21977 0.36 -0.07 1.07 0.070
C -4.36533 1.15033 -3.35655 -0.47 0.03 -0.50 -0.011
C -5.89315 2.60889 -2.28619 -0.36 0.18 -0.37 -0.459
C -7.25490 2.42323 -2.90081 0.10 -0.42 -0.07 0.012
O -5.72748 2.72915 -1.10628 0.09 0.01 0.16 0.145
O -2.48366 3.32335 -3.54973 -0.14 -0.99 0.64 0.297
H 0.58851 -1.12649 3.20802 -0.16 -1.70 0.10 0.042
H -1.25118 -0.95826 3.23994 0.14 1.55 0.02 0.067
H -0.84480 -0.26384 0.74331 -1.40 -0.95 -0.15 0.103
H 1.24329 -2.79596 -1.66660 -0.21 0.06 0.25 0.123
H 2.84991 -3.02986 -0.99630 -0.05 -0.09 -0.06 0.124
H 2.42383 -1.33139 -2.95390 0.34 0.01 -0.05 0.114
H 3.61425 -0.92176 -1.67853 0.04 0.04 -0.18 0.115
H 0.70688 -0.13134 -1.44279 -0.05 0.20 0.13 0.102
H 2.14310 0.60941 -0.66974 -0.36 0.08 0.13 0.126
H 1.53340 0.69032 -3.65025 0.01 0.11 -0.07 0.114
H 2.87339 1.50176 -2.84498 0.00 0.01 -0.06 0.117
H 1.29364 2.90919 -1.58418 -0.10 0.27 -0.08 0.121
H 1.13114 3.11853 -3.34011 -0.03 0.13 0.08 0.116
H -0.77101 1.35035 -3.19128 -0.05 0.02 -0.01 0.118
H -0.73994 1.57272 -1.45771 0.00 0.10 0.06 0.111
H -2.81068 5.84819 -0.62736 0.01 -0.01 0.00 0.114
H -5.18703 0.57150 -3.78085 0.03 -0.04 -0.04 0.090
H -4.12748 0.72390 -2.37919 0.16 -0.01 -0.04 0.107
H -3.52102 1.07804 -4.03403 0.07 0.04 0.07 0.094
H -7.29312 2.78285 -3.92544 -0.04 0.18 0.06 0.086
H -7.44272 1.34556 -2.94230 -0.03 0.01 0.01 0.090
H -8.02079 2.85483 -2.26383 0.02 0.11 -0.04 0.088
C 4.60206 -3.32150 6.52601 0.08 -0.03 0.04 0.073
C 3.39973 -2.74580 6.38472 0.05 -0.02 0.05 -0.233
C 2.71680 -2.62568 5.04000 0.04 -0.06 -0.22 -0.300
O 1.61719 -2.09961 5.02566 0.09 0.03 0.25 0.089
C 3.39392 -3.12821 3.86520 -0.09 0.04 -0.05 0.079
C 4.59789 -3.70146 4.00647 -0.05 0.02 -0.05 -0.231
C 5.27225 -3.84355 5.35473 -0.03 0.04 0.15 -0.312
O 6.35744 -4.39551 5.36851 0.01 0.00 -0.10 0.105
O 5.30201 -4.19187 2.99951 0.03 -0.02 0.02 0.120
O 2.70459 -2.23700 7.38956 -0.04 0.01 -0.02 0.119
H 5.09688 -3.41368 7.48227 -0.02 0.00 0.01 0.136
H 2.90432 -3.02483 2.90613 0.02 -0.01 -0.01 0.131
H 6.12475 -4.54572 3.39359 0.00 -0.01 0.03 0.121
H 1.87664 -1.89279 6.99878 -0.01 -0.01 -0.02 0.120
```
Positions in Å, forces in eV/Å.

Summary:
HOMO-LUMO gap (eV): 7.3709
Spin multiplicity: 1
LUMO level (eV): -1.5
F_max (eV Å⁻¹): 1.714

[4]
Formula: C18H26BF4N3NbO3S4
Source: the Open Molecules 2025 dataset
Level of theory: ωB97M-V with the def2-TZVPD basis set

The geometry in XYZ format:
```
60
Properties=species:S:1:pos:R:3:forces:R:3:lowdin_charge:R:1
Nb -0.14575 0.68161 -0.37336 -3.11 -0.01 0.85 1.457
C 0.32370 3.53505 1.82016 0.44 0.21 -0.86 -0.420
C -0.78680 2.92724 2.62955 -0.66 -0.42 -0.25 -0.430
S -1.11978 1.18200 2.13695 -0.86 0.51 0.52 0.895
C -0.37920 0.17515 3.46966 -0.13 0.07 -0.67 -0.443
C 1.12132 0.10510 3.31473 0.03 -0.57 -0.39 -0.422
S 1.46042 -0.21127 1.51817 1.33 0.02 1.25 0.861
C 3.18350 0.51372 1.56332 -0.60 -0.79 0.08 -0.421
C 3.66695 0.72600 0.15753 -0.51 0.42 -0.35 -0.449
S 2.42749 1.55952 -0.90643 0.88 0.48 -0.10 0.895
C 2.74494 3.34539 -0.53617 0.43 -0.91 -0.15 -0.426
C 1.46192 4.07184 -0.76487 -1.31 0.08 -0.25 -0.435
S -0.00203 3.22246 -0.01225 0.01 1.24 0.94 0.869
H 1.30986 3.14634 2.08789 -0.10 -0.07 -0.06 0.071
H 0.34761 4.62852 1.91482 -0.08 -0.25 0.03 0.106
H -1.74007 3.41030 2.39228 0.18 0.08 0.09 0.095
H -0.65265 2.98295 3.71948 0.17 -0.06 -0.38 0.112
H -0.85728 -0.79299 3.32276 0.12 -0.14 0.04 0.085
H -0.71232 0.56448 4.43120 0.06 0.10 -0.05 0.106
H 1.55919 -0.75387 3.85670 -0.23 0.48 -0.17 0.112
H 1.61584 1.02892 3.62735 -0.06 -0.11 -0.14 0.088
H 3.78393 -0.23498 2.10916 -0.13 0.39 -0.27 0.112
H 3.14553 1.43012 2.14466 -0.04 0.14 -0.01 0.076
H 3.84149 -0.20697 -0.35727 0.26 -0.30 -0.03 0.081
H 4.56785 1.33947 0.12661 0.04 -0.16 -0.04 0.106
H 3.50061 3.62362 -1.28316 -0.16 0.22 0.38 0.106
H 3.13792 3.48067 0.47779 -0.06 -0.13 -0.22 0.094
H 1.17549 4.11505 -1.81983 0.14 -0.10 0.03 0.100
H 1.44245 5.10531 -0.40152 0.11 -0.24 0.07 0.109
O 0.79765 -0.75267 -1.13153 1.49 -2.72 -0.97 -0.472
N 0.98512 -1.91174 -1.84145 0.53 0.17 -0.40 -0.061
C 1.35112 -1.81794 -3.15687 -0.32 -0.81 0.13 0.066
C 1.50600 -2.99248 -3.91912 0.04 1.12 0.65 0.014
C 1.35353 -4.24332 -3.34028 -0.48 0.42 0.94 0.007
C 1.09758 -4.28504 -1.95204 0.06 -0.07 0.30 0.015
C 0.94291 -3.11256 -1.19851 -0.17 -0.33 -1.12 0.035
H 1.49430 -0.82685 -3.57840 -0.26 -0.09 0.29 0.145
H 1.76949 -2.85572 -4.96024 -0.08 -0.10 0.04 0.133
H 1.38439 -5.14368 -3.95023 0.17 0.14 0.27 0.135
H 1.01827 -5.24797 -1.40611 0.04 0.83 -0.50 0.142
H 0.72635 -3.11709 -0.14340 -0.19 0.22 0.09 0.119
C -3.93416 -3.55363 1.17021 0.08 -0.21 0.51 0.000
N -3.57344 -2.26305 0.60450 -0.60 0.84 -0.47 -0.043
C -4.60019 -1.40615 0.25647 2.03 0.53 0.03 0.016
C -4.30105 -0.13661 -0.15754 -1.02 0.28 -0.19 0.049
C -2.92414 0.24252 -0.25428 0.52 0.07 0.35 -0.496
O -2.43973 1.40714 -0.48971 0.94 -0.64 0.32 -0.141
N -1.94244 -0.66004 0.00652 -0.12 0.21 -0.01 -0.002
C -2.22560 -1.90615 0.48641 0.10 -0.81 0.59 -0.487
O -1.36249 -2.69369 0.86973 0.03 0.34 -0.26 0.029
H -5.01681 -3.56723 1.28395 0.11 -0.08 0.05 0.095
H -3.46994 -3.69147 2.15658 -0.08 0.02 -0.40 0.109
H -3.64888 -4.35757 0.50782 0.20 -0.23 -0.08 0.101
H -5.57876 -1.83820 0.39568 -0.19 0.38 -0.14 0.138
H -5.10802 0.58291 -0.37387 0.69 -0.45 0.05 0.139
F -1.37853 2.25526 -2.77038 0.90 -0.72 -0.30 0.082
B -0.75176 1.10113 -3.33180 -1.12 1.31 0.10 -1.210
F 0.63654 1.16015 -3.02460 0.08 0.24 -0.15 0.010
F -1.19848 -0.01201 -2.48058 0.22 0.35 0.06 0.024
F -1.03097 0.94303 -4.64283 0.26 -0.39 0.35 0.220
```
Positions in Å, forces in eV/Å.

Summary:
<S²>: 0.755
HOMO-LUMO gap (spin up / spin down) (eV): 7.4470 / 7.1393
Total charge: +2
Spin multiplicity: 2
LUMO level (spin up / spin down) (eV): -6.7 / -7.0
F_max (eV Å⁻¹): 3.251